{"formula": "C4H12O2SSi", "method": "ωB97M-V/def2-TZVPD", "symbols": ["C", "C", "C", "C", "O", "O", "Si", "S", "H", "H", "H", "H", "H", "H", "H", "H", "H", "H", "H", "H"], "coordinates": [[-2.37140, -1.24310, 0.41828], [-1.34084, 2.29107, 0.09395], [3.02945, -0.28545, -0.93882], [-0.39044, 0.12193, 0.69722], [-1.56841, -0.38301, 1.31757], [-0.67089, 1.03937, -0.28332], [0.55311, -0.94751, -0.67391], [3.73780, 0.40127, 0.61323], [-1.73287, -2.12575, 0.20263], [-2.81901, -0.59268, -0.33780], [-3.06920, -1.66584, 0.97657], [-0.60313, 3.06031, 0.25601], [-1.98880, 2.07915, 1.04414], [-2.10347, 2.65882, -0.75770], [3.14274, 0.38677, -1.74984], [3.26637, -1.37821, -1.05449], [0.08188, 0.39629, 1.66153], [0.37931, -2.36511, -0.37310], [0.23399, -0.55812, -2.09544], [4.23381, -0.89019, 0.98327]], "forces_ev_per_angstrom": [[3.9564, 2.1062, -0.4904], [-2.6671, -0.8247, 0.0171], [-2.7973, -2.3886, 2.3951], [-0.2717, -1.7515, 0.6824], [-0.7651, -1.2692, -1.2640], [-1.0525, 3.0197, -0.4566], [2.6384, 1.6781, -0.0969], [0.4489, -2.4630, -0.3711], [-0.2997, 0.8050, -1.0480], [0.3711, -0.7113, -0.4739], [-3.5147, -1.3721, 2.6912], [0.2031, 0.2125, 0.1691], [1.2821, 0.5623, -1.6705], [1.9264, -1.1413, 1.7409], [-0.0366, 0.2001, -0.8172], [0.3319, 1.5650, -0.3176], [0.8085, 0.7606, -1.0403], [0.3408, -0.5032, -0.1447], [-0.3753, -0.4426, 0.6603], [-0.5278, 1.9579, -0.1650]], "nbo_charge": [-0.272, -0.275, -0.758, 0.031, -0.564, -0.594, 0.929, -0.060, 0.189, 0.194, 0.187, 0.189, 0.201, 0.196, 0.206, 0.222, 0.196, -0.202, -0.149, 0.134], "relative_energy_kj_mol": 475.39, "gap_ev": 8.38, "lumo_ev": 0.713, "homo_ev": -7.670, "multiplicity": 1}



{"formula": "C4H12O2Si", "method": "ωB97M-V/def2-TZVPD", "symbols": ["C", "C", "O", "Si", "C", "O", "C", "H", "H", "H", "H", "H", "H", "H", "H", "H", "H", "H", "H"], "coordinates": [[2.63228, -1.60342, -0.26170], [2.26163, -0.18210, 0.36053], [1.20757, 0.42581, -0.29976], [-0.72298, 0.30557, 0.34652], [-1.20682, 1.90376, -0.57429], [-2.45909, -0.37020, 0.60147], [-2.99473, -1.66868, 0.80930], [1.74019, -2.23283, -0.47039], [3.25240, -1.33119, -1.11919], [3.34138, -2.10125, 0.40568], [3.08952, 0.59161, 0.37313], [1.94487, -0.33691, 1.44555], [-0.22489, 0.02987, 1.78711], [-2.19294, 2.16295, -0.58446], [-0.61474, 2.76460, -0.18913], [-0.67060, 1.99741, -1.58612], [-4.01518, -1.42833, 1.27253], [-3.08943, -2.08869, -0.12300], [-2.47598, -2.21335, 1.63022]], "forces_ev_per_angstrom": [[0.6463, 1.9916, 0.6401], [-0.4873, -1.0881, 1.4837], [-4.0669, -0.2772, -0.1466], [0.4060, 0.6549, 0.8599], [4.6955, -0.0703, -0.6595], [3.7251, 1.1508, -1.2426], [-0.9781, 2.4501, 3.6267], [0.6813, 0.5913, 0.0183], [-0.5437, -0.5913, -0.5258], [-0.3312, -0.2032, 0.1411], [-0.4632, -1.2351, -0.1429], [0.6060, 0.0901, -0.8481], [-0.3720, 0.2872, -1.0212], [-2.6516, 0.3773, -0.2236], [-0.4644, -0.5518, 0.7365], [-1.2539, -0.9603, 0.9436], [1.0488, -0.6953, -0.8791], [-0.2429, -1.8159, -1.7806], [0.0461, -0.1047, -0.9798]], "nbo_charge": [-0.642, -0.048, -0.836, 1.739, -1.135, -0.870, -0.235, 0.209, 0.211, 0.205, 0.177, 0.138, -0.214, 0.238, 0.262, 0.274, 0.180, 0.178, 0.170], "relative_energy_kj_mol": 380.22, "smiles": "CCO[Si@@H](C)OC", "gap_ev": 9.22, "lumo_ev": -0.321, "homo_ev": -9.538, "multiplicity": 1}



What did the second record say?
{"formula": "C4H12O2Si", "method": "ωB97M-V/def2-TZVPD", "symbols": ["C", "C", "O", "Si", "C", "O", "C", "H", "H", "H", "H", "H", "H", "H", "H", "H", "H", "H", "H"], "coordinates": [[2.63228, -1.60342, -0.26170], [2.26163, -0.18210, 0.36053], [1.20757, 0.42581, -0.29976], [-0.72298, 0.30557, 0.34652], [-1.20682, 1.90376, -0.57429], [-2.45909, -0.37020, 0.60147], [-2.99473, -1.66868, 0.80930], [1.74019, -2.23283, -0.47039], [3.25240, -1.33119, -1.11919], [3.34138, -2.10125, 0.40568], [3.08952, 0.59161, 0.37313], [1.94487, -0.33691, 1.44555], [-0.22489, 0.02987, 1.78711], [-2.19294, 2.16295, -0.58446], [-0.61474, 2.76460, -0.18913], [-0.67060, 1.99741, -1.58612], [-4.01518, -1.42833, 1.27253], [-3.08943, -2.08869, -0.12300], [-2.47598, -2.21335, 1.63022]], "forces_ev_per_angstrom": [[0.6463, 1.9916, 0.6401], [-0.4873, -1.0881, 1.4837], [-4.0669, -0.2772, -0.1466], [0.4060, 0.6549, 0.8599], [4.6955, -0.0703, -0.6595], [3.7251, 1.1508, -1.2426], [-0.9781, 2.4501, 3.6267], [0.6813, 0.5913, 0.0183], [-0.5437, -0.5913, -0.5258], [-0.3312, -0.2032, 0.1411], [-0.4632, -1.2351, -0.1429], [0.6060, 0.0901, -0.8481], [-0.3720, 0.2872, -1.0212], [-2.6516, 0.3773, -0.2236], [-0.4644, -0.5518, 0.7365], [-1.2539, -0.9603, 0.9436], [1.0488, -0.6953, -0.8791], [-0.2429, -1.8159, -1.7806], [0.0461, -0.1047, -0.9798]], "nbo_charge": [-0.642, -0.048, -0.836, 1.739, -1.135, -0.870, -0.235, 0.209, 0.211, 0.205, 0.177, 0.138, -0.214, 0.238, 0.262, 0.274, 0.180, 0.178, 0.170], "relative_energy_kj_mol": 380.22, "smiles": "CCO[Si@@H](C)OC", "gap_ev": 9.22, "lumo_ev": -0.321, "homo_ev": -9.538, "multiplicity": 1}